[1]
The molecule C14H20N2O2. Source: the Open Molecules 2025 dataset; level of theory: ωB97M-V/def2-TZVPD.

Summary:
- energy relative to the best compared isomer or geometry (same formula, charge and spin) (eV) = 1.438
- structure (SMILES) = O=C1CCN(Cc2ccccc2)CCN1CCO
- calculated total energy (eV) = -21917.69431
- Kohn-Sham gap (eV) = 9.28

Last column: Löwdin charge in e.
Geometry (Å):
O 1.760 -0.385 -2.089  0.0483
C 1.591 0.530 -1.303  -0.4824
N 2.342 0.655 -0.179  -0.0567
C 2.091 1.693 0.794  -0.1222
H 2.051 2.663 0.287  0.1189
C 0.779 1.463 1.571  -0.1554
N -0.357 1.103 0.753  -0.1688
C -0.480 1.879 -0.457  -0.1581
H -1.470 1.666 -0.867  0.1173
C 0.581 1.633 -1.567  -0.0555
H 0.083 1.366 -2.499  0.1183
H 1.151 2.549 -1.750  0.1163
H -0.464 2.932 -0.163  0.1222
C -0.636 -0.314 0.585  -0.1456
C -2.080 -0.511 0.202  -0.2252
C -3.087 0.006 1.008  -0.0408
C -4.415 -0.162 0.665  -0.0838
C -4.753 -0.851 -0.489  -0.0962
C -3.756 -1.366 -1.298  -0.0849
C -2.425 -1.194 -0.956  -0.0395
H -1.647 -1.590 -1.594  0.1141
H -4.013 -1.901 -2.201  0.1012
H -5.791 -0.984 -0.756  0.0990
H -5.191 0.244 1.298  0.1004
H -2.815 0.547 1.902  0.1139
H -0.457 -0.802 1.549  0.1315
H 0.001 -0.801 -0.167  0.1053
H 0.921 0.682 2.320  0.1108
H 0.535 2.395 2.098  0.1203
H 2.928 1.718 1.495  0.1269
C 3.381 -0.314 0.082  -0.1291
H 4.288 0.205 0.411  0.1310
H 3.585 -0.822 -0.866  0.1240
C 2.982 -1.359 1.135  -0.2478
O 4.007 -2.293 1.357  -0.0550
H 4.184 -2.760 0.533  0.0919
H 2.809 -0.882 2.103  0.1158
H 2.056 -1.859 0.818  0.1197

***

[2]
The molecule C19H24N4O4S. Source: the Open Molecules 2025 dataset; level of theory: ωB97M-V/def2-TZVPD.

Summary:
- energy relative to the best compared isomer or geometry (same formula, charge and spin) (eV) = 0.768
- structure (SMILES) = CC(=O)NCCn1c(SCC(=O)NC[C@H]2CCCO2)nc2ccccc2c1=O
- calculated total energy (eV) = -45080.45897
- Kohn-Sham gap (eV) = 8.74

Last column: Löwdin charge in e.
Geometry (Å):
C 3.926 2.737 1.555  0.0094
C 3.781 1.702 0.464  -0.5506
O 3.843 0.505 0.652  0.0636
N 3.613 2.243 -0.774  0.0549
H 3.356 3.218 -0.823  0.1407
C 3.216 1.420 -1.890  -0.1496
H 3.646 0.429 -1.726  0.1058
H 3.611 1.842 -2.816  0.1237
C 1.684 1.310 -1.983  -0.1415
N 1.146 0.793 -0.744  0.0177
C 1.102 -0.541 -0.478  -0.5655
N 0.743 -1.073 0.626  0.1344
C 0.379 -0.257 1.654  -0.2185
C -0.003 -0.820 2.876  -0.0021
C -0.377 -0.002 3.916  -0.0666
C -0.379 1.386 3.768  -0.0769
C -0.005 1.954 2.572  -0.0128
C 0.375 1.140 1.502  -0.0799
C 0.794 1.721 0.239  -0.3735
O 0.865 2.917 0.008  0.0602
H 0.000 3.025 2.431  0.1183
H -0.675 2.013 4.596  0.1012
H -0.672 -0.435 4.860  0.1046
H 0.001 -1.895 2.969  0.1195
S 1.565 -1.646 -1.766  1.0309
C 0.943 -3.188 -1.040  -0.3396
C -0.576 -3.166 -0.905  -0.5708
O -1.143 -3.569 0.084  0.0633
N -1.212 -2.731 -2.017  0.0486
H -0.647 -2.307 -2.740  0.1012
C -2.605 -2.367 -1.992  -0.1140
C -2.765 -0.833 -1.901  -0.3206
H -2.441 -0.378 -2.843  0.1502
C -4.192 -0.444 -1.501  -0.1214
H -4.399 0.574 -1.830  0.1146
H -4.935 -1.112 -1.930  0.1134
C -4.134 -0.516 0.029  -0.1332
H -4.532 -1.462 0.392  0.1089
C -2.630 -0.409 0.347  -0.1741
H -2.383 0.478 0.935  0.1198
O -1.944 -0.289 -0.891  -0.1090
H -2.270 -1.295 0.882  0.1115
H -4.697 0.291 0.492  0.1069
H -3.104 -2.737 -2.892  0.1287
H -3.035 -2.845 -1.110  0.1270
H 1.255 -3.985 -1.716  0.0881
H 1.396 -3.318 -0.060  0.0868
H 1.400 0.653 -2.808  0.0927
H 1.247 2.303 -2.126  0.1290
H 4.751 3.408 1.329  0.0828
H 3.008 3.318 1.623  0.0749
H 4.109 2.241 2.504  0.0863

***

[3]
The molecule C19H30N4O4S. Source: the Open Molecules 2025 dataset; level of theory: ωB97M-V/def2-TZVPD.

Summary:
- energy relative to the best compared isomer or geometry (same formula, charge and spin) (eV) = 0.726
- structure (SMILES) = Cc1cc(C(=O)N2CCCN(CCNC(=O)[C@@H]3CCS(=O)(=O)C3)CC2)[nH]c1C
- calculated total energy (eV) = -45176.49005
- Kohn-Sham gap (eV) = 8.48

Last column: Löwdin charge in e.
Geometry (Å):
C -1.201 -5.200 0.889  -0.0509
C -1.961 -3.989 1.337  -0.2334
C -1.637 -2.642 1.039  0.0077
C -2.575 -1.832 1.651  -0.1585
C -2.838 -0.388 1.866  -0.3823
O -3.639 -0.080 2.748  0.0323
N -2.205 0.548 1.112  -0.0390
C -2.333 1.950 1.475  -0.1434
C -0.994 2.577 1.857  -0.1373
C 0.005 2.661 0.694  -0.1880
N 0.825 1.484 0.423  -0.1559
C 2.036 1.435 1.218  -0.1944
C 3.078 0.459 0.656  -0.1438
N 3.232 0.531 -0.791  0.0901
C 3.491 1.716 -1.387  -0.4641
O 3.837 2.705 -0.763  0.0738
C 3.470 1.773 -2.919  -0.2436
C 2.798 3.093 -3.338  -0.1595
C 1.307 2.863 -3.086  -0.1935
S 1.000 1.205 -3.705  0.6818
O 0.257 0.430 -2.741  -0.3135
O 0.542 1.271 -5.069  -0.3111
C 2.724 0.681 -3.682  -0.1777
C 0.148 0.193 0.407  -0.1768
C -1.321 0.251 -0.002  -0.1306
N -3.437 -2.664 2.311  0.1226
C -3.086 -3.964 2.136  -0.2655
C -3.867 -5.079 2.745  -0.0162
H -1.864 -6.045 0.701  0.0699
H -0.665 -4.995 -0.039  0.0735
H -0.463 -5.518 1.629  0.0782
H -0.791 -2.333 0.449  0.0959
H -2.754 2.497 0.622  0.1294
H -3.041 2.007 2.296  0.1147
H -1.195 3.591 2.212  0.1141
H -0.556 2.031 2.697  0.1207
H -0.546 2.938 -0.212  0.1078
H 0.704 3.477 0.882  0.1183
H 2.476 2.429 1.229  0.1071
H 1.848 1.135 2.264  0.1250
H 4.035 0.676 1.130  0.1245
H 2.822 -0.573 0.891  0.1168
H 2.709 -0.144 -1.324  0.1079
H 4.521 1.775 -3.216  0.1570
H 3.178 3.918 -2.741  0.1191
H 2.985 3.295 -4.393  0.1262
H 1.080 2.845 -2.019  0.0892
H 0.640 3.541 -3.614  0.1104
H 3.048 0.657 -4.721  0.1119
H 2.776 -0.328 -3.278  0.1017
H 0.669 -0.465 -0.297  0.0996
H 0.199 -0.296 1.395  0.1278
H -1.622 -0.692 -0.448  0.1123
H -1.464 1.010 -0.770  0.1189
H -4.181 -2.295 2.882  0.1594
H -3.406 -6.035 2.506  0.0709
H -3.904 -4.992 3.833  0.0812
H -4.894 -5.099 2.376  0.0815

***

[4]
The molecule C3HF2NO at a distorted geometry. Source: the Open Molecules 2025 dataset; level of theory: ωB97M-V/def2-TZVPD.

Summary:
- energy relative to the best compared isomer or geometry (same formula, charge and spin) (eV) = 2.226
- structure (SMILES) = Fc1cnoc1F
- calculated total energy (eV) = -12096.17208
- Kohn-Sham gap (eV) = 10.13

Last column: Löwdin charge in e.
Geometry (Å):
C 0.415 -0.379 -0.660  -0.2038
C -0.940 -0.374 -1.056  -0.1230
C 0.289 0.202 0.655  -0.2483
H -1.331 -0.800 -1.878  0.1063
N -1.686 0.118 -0.242  0.1035
O -0.916 0.639 0.819  0.0840
F 1.373 -1.043 -1.169  0.1466
F 1.058 0.840 1.544  0.1346

***

Question: Among the records above, which one has the lowest Kohn-Sham gap?
Answer: C19H30N4O4S

***

Question: The lowest Kohn-Sham gap belongs to which entry?
Answer: C19H30N4O4S

***

Question: Which formula does entry 2 have?
Answer: C19H24N4O4S